# C48H45BaN7OPS3

C48H45BaN7OPS3 as an isolated structure (ωB97M-V with the def2-TZVPD basis set, OMol25).

Structure (XYZ):
```
106
C48H45BaN7OPS3 (ωB97M-V with the def2-TZVPD basis set)
Ba -0.06141 -0.64325 -0.08479
C -3.23788 -2.85788 -2.36346
C -1.84653 -3.44403 -2.01626
C -0.62557 -2.68003 -2.60925
N 0.37165 -2.53515 -1.55243
C 1.50358 -3.16508 -1.53823
C 2.12065 -3.80058 -2.67671
C 3.03036 -4.82681 -2.73391
C 3.58489 -5.59808 -1.70190
C 3.45518 -5.32409 -0.35303
C 2.91288 -4.22136 0.30204
C 2.22941 -3.07900 -0.20877
N 2.04464 -1.95279 0.44019
C 2.70225 -1.74737 1.72207
C 1.83346 -2.18900 2.91780
C 0.67921 -1.22822 3.27105
N -0.42726 -1.19320 2.31801
C -1.49446 -1.91880 2.54952
C -1.54630 -2.99578 3.49324
C -2.61756 -3.54284 4.17926
C -3.94367 -3.13323 4.23058
C -4.50170 -2.15291 3.40907
C -3.99179 -1.53321 2.28752
C -2.69621 -1.60744 1.67134
N -2.41413 -1.28203 0.44583
C -3.47028 -1.03100 -0.53446
C -4.03106 -2.32134 -1.16186
H -3.84786 -3.61529 -2.85935
H -3.12413 -2.04645 -3.08876
H -1.78934 -4.48930 -2.32632
H -1.72550 -3.44285 -0.93036
H -0.94484 -1.68169 -2.93273
H -0.24840 -3.20315 -3.48903
H 1.79522 -3.40337 -3.63087
H 3.31784 -5.12078 -3.74010
H 4.16149 -6.47147 -1.98432
H 3.90336 -6.05861 0.31106
H 3.02795 -4.23273 1.37942
H 2.91212 -0.67303 1.82157
H 3.66466 -2.27024 1.76575
H 2.47401 -2.28206 3.80246
H 1.42133 -3.17866 2.69866
H 1.09346 -0.21029 3.31564
H 0.31131 -1.47151 4.27474
H -0.58339 -3.44622 3.70247
H -2.35905 -4.37268 4.83097
H -4.58988 -3.60386 4.96198
H -5.52901 -1.88490 3.63908
H -4.68363 -0.87393 1.77665
H -3.04838 -0.40750 -1.33898
H -4.29482 -0.45992 -0.09863
H -5.05343 -2.11816 -1.49359
H -4.09291 -3.08516 -0.37931
C 5.56491 1.99128 1.81418
C 4.91999 1.77987 3.02673
C 3.55470 2.00651 3.13367
C 2.82615 2.43204 2.02236
C 3.47433 2.62546 0.80626
C 4.84336 2.41950 0.70643
P 1.03089 2.58194 2.16246
C 0.86521 3.56457 3.70231
C -0.23366 3.29843 4.51691
C -0.46113 4.05171 5.66429
C 0.41164 5.07594 6.00151
C 1.51611 5.34385 5.19812
C 1.74631 4.59053 4.05524
C 0.28571 3.64279 0.99298
C -0.21311 4.95336 1.19621
C -0.85217 5.59124 0.17219
C -1.05878 4.96423 -1.08873
C -0.66463 3.68217 -1.30554
C 0.00056 3.01121 -0.24382
H 6.62944 1.81109 1.72851
H 5.47465 1.41880 3.88383
H 3.05207 1.84566 4.08119
H 2.91037 2.93237 -0.06736
H 5.34297 2.57846 -0.24086
H -0.91723 2.49864 4.24888
H -1.31592 3.83582 6.29230
H 0.23604 5.66536 6.89311
H 2.19879 6.14196 5.46353
H 2.60674 4.80638 3.43213
H -0.07883 5.44611 2.14923
H -1.20996 6.60320 0.32418
H -1.55713 5.50840 -1.88060
H -0.83498 3.15223 -2.24186
O 0.97520 1.28977 0.67154
N 0.24215 1.68534 -0.31222
S -5.10066 -1.36330 -6.76745
C -4.10243 -0.39865 -5.83198
S -2.43663 -0.72555 -5.54787
C -2.26681 0.65415 -4.47065
N -3.38604 1.31186 -4.35757
N -4.38893 0.71954 -5.13554
C -5.67267 1.33409 -5.02358
C -6.49267 1.48284 -6.12972
C -7.73501 2.08537 -5.98098
C -8.15581 2.54488 -4.73978
C -7.31749 2.40389 -3.64041
C -6.07622 1.80125 -3.77902
S -0.75721 1.00451 -3.74261
H -6.16224 1.12613 -7.09562
H -8.37578 2.19617 -6.84709
H -9.12682 3.01213 -4.63065
H -7.63147 2.75837 -2.66613
H -5.40541 1.69331 -2.93750
```

Values from the calculation:
net charge = -1
HOMO level = -4.1 eV
spin multiplicity = 1
gap between HOMO and LUMO = 4.143 eV


# C48H45BaN7OPS3

C48H45BaN7OPS3 as an isolated structure (ωB97M-V with the def2-TZVPD basis set, OMol25).

Structure (XYZ):
```
106
C48H45BaN7OPS3 (ωB97M-V with the def2-TZVPD basis set)
Ba -1.06193 -0.28688 0.16787
C -4.42919 2.77242 1.58249
C -3.24459 2.29154 2.45366
C -1.81557 2.61885 1.93536
N -1.00984 1.41123 2.09927
C -0.08729 1.27227 3.00589
C 0.54392 2.35501 3.71034
C 1.13482 2.37997 4.94378
C 1.25387 1.37416 5.91639
C 0.96236 0.04428 5.69965
C 0.63785 -0.64212 4.53196
C 0.39004 -0.16523 3.22083
N 0.40091 -0.89724 2.13525
C 0.83447 -2.29145 2.16662
C -0.33110 -3.28825 2.42396
C -1.23184 -3.61693 1.20014
N -2.12016 -2.53340 0.76470
C -3.36869 -2.50531 1.14068
C -3.91936 -3.36242 2.14966
C -5.21766 -3.77270 2.36178
C -6.36193 -3.58447 1.59291
C -6.42469 -2.75892 0.47642
C -5.54140 -1.80819 0.00597
C -4.25131 -1.41989 0.49600
N -3.70038 -0.24601 0.34591
C -4.46662 0.87733 -0.19393
C -5.22804 1.64715 0.90050
H -4.06015 3.45222 0.80527
H -5.12454 3.35619 2.18987
H -3.29581 1.20502 2.53565
H -3.34057 2.68691 3.46630
H -1.40469 3.47163 2.48024
H -1.87046 2.88842 0.87346
H 0.54327 3.29103 3.16459
H 1.52422 3.35509 5.22742
H 1.61760 1.66074 6.89457
H 1.06609 -0.60137 6.56927
H 0.55804 -1.71694 4.64241
H 1.61354 -2.43504 2.92407
H 1.28297 -2.54266 1.19609
H -0.95150 -2.89549 3.23456
H 0.09867 -4.23774 2.76109
H -1.81673 -4.51698 1.41732
H -0.56676 -3.85613 0.36327
H -3.18921 -3.74155 2.85356
H -5.34067 -4.41047 3.23407
H -7.25673 -4.12414 1.87341
H -7.35156 -2.81267 -0.09068
H -5.89009 -1.24071 -0.84805
H -5.17104 0.54909 -0.96343
H -3.77264 1.57413 -0.67742
H -5.56777 0.92765 1.65075
H -6.12320 2.08246 0.44591
C 2.25739 -4.89573 -0.44886
C 3.14631 -3.82611 -0.45636
C 2.91638 -2.73814 -1.28069
C 1.79543 -2.70812 -2.11803
C 0.90342 -3.77452 -2.09168
C 1.13644 -4.86798 -1.26231
P 1.67768 -1.22077 -3.17387
C 2.89111 -1.59321 -4.48957
C 3.27159 -2.87028 -4.90239
C 4.24371 -3.03756 -5.87607
C 4.85606 -1.92428 -6.44243
C 4.48999 -0.65040 -6.03807
C 3.51264 -0.48620 -5.06330
C 0.06219 -1.57209 -4.06927
C -0.06880 -2.29922 -5.25185
C -1.30707 -2.42631 -5.86437
C -2.44770 -1.81233 -5.34739
C -2.33612 -1.05679 -4.19268
C -1.09417 -0.97538 -3.58761
H 2.43326 -5.74074 0.20473
H 4.01130 -3.83095 0.19419
H 3.60011 -1.89593 -1.26793
H 0.01646 -3.76807 -2.71379
H 0.43414 -5.69182 -1.25011
H 2.81448 -3.74258 -4.44712
H 4.53207 -4.03358 -6.18718
H 5.63096 -2.05455 -7.18740
H 4.97275 0.21922 -6.46436
H 3.24083 0.51070 -4.73556
H 0.80399 -2.75945 -5.69654
H -1.38868 -3.02179 -6.76571
H -3.40463 -1.92093 -5.83810
H -3.18520 -0.56081 -3.74232
O -1.85823 0.39225 -1.98181
N -0.92406 -0.28110 -2.32854
S 3.33446 6.46162 -2.44325
C 3.18367 5.16818 -1.35294
S 2.60221 3.65059 -1.89806
C 2.67684 2.95851 -0.32448
N 3.10698 3.80057 0.57311
N 3.39929 5.04255 -0.02722
C 3.90725 6.00186 0.91514
C 4.50444 7.19193 0.51841
C 4.99160 8.06833 1.48215
C 4.89439 7.77742 2.83118
C 4.29875 6.58217 3.21471
C 3.80810 5.69598 2.27218
S 2.21504 1.30652 -0.09174
H 4.58658 7.42876 -0.52680
H 5.45468 8.99102 1.15414
H 5.27707 8.46541 3.57400
H 4.21164 6.32562 4.26321
H 3.35407 4.76504 2.57300
```

Values from the calculation:
net charge = -1
HOMO level = -3.9 eV
spin multiplicity = 1
gap between HOMO and LUMO = 3.759 eV


# C48H45BrN6O3Se2SiTi

C48H45BrN6O3Se2SiTi as an isolated structure (ωB97M-V with the def2-TZVPD basis set, OMol25).

Structure (XYZ):
```
107
C48H45BrN6O3Se2SiTi (ωB97M-V with the def2-TZVPD basis set)
Ti 1.09417 -0.54194 1.13754
C 4.80563 -0.69409 2.03270
Se 3.64106 -1.74201 0.89229
C 4.48040 -1.32292 -0.82807
C 3.76248 -0.20451 -1.54535
Se 1.86871 -0.65743 -1.57706
C 1.18544 0.93340 -2.44594
H 5.82071 -1.04130 1.85787
H 4.51294 -0.90195 3.05691
H 4.70730 0.36144 1.80400
H 4.46787 -2.24886 -1.40112
H 5.51704 -1.05911 -0.62351
H 4.09270 -0.11269 -2.58007
H 3.88082 0.74891 -1.03715
H 1.86664 1.18728 -3.25460
H 1.11314 1.75199 -1.73611
H 0.20931 0.69045 -2.85793
C -8.04796 -7.12991 -6.99757
O -7.88518 -5.73292 -6.77560
C -6.92807 -5.32787 -5.92928
C -6.06843 -6.18414 -5.24090
C -5.11467 -5.65004 -4.39075
C -4.99660 -4.27631 -4.21008
C -5.86798 -3.42835 -4.90531
C -6.81782 -3.94356 -5.75156
C -4.00414 -3.68684 -3.32283
N -3.88628 -2.39901 -3.06181
C -2.83945 -2.30232 -2.19915
C -2.29933 -3.54195 -1.91785
N -3.05886 -4.42112 -2.64624
C -1.20067 -3.72802 -1.03319
C -0.61855 -4.96007 -0.68453
C 0.42705 -4.98162 0.19867
C 0.90153 -3.78004 0.73494
N 0.38741 -2.60208 0.41671
C -0.65787 -2.56824 -0.45116
C -1.21077 -1.27285 -0.74100
N -0.63765 -0.20701 -0.12465
C -1.14576 1.00133 -0.32319
C -2.24638 1.22787 -1.15215
C -2.82767 0.16670 -1.80046
C -2.30771 -1.12210 -1.59873
H -8.86414 -7.22416 -7.70587
H -8.30882 -7.64412 -6.07072
H -7.14260 -7.56504 -7.42481
H -6.13651 -7.25483 -5.35832
H -4.46812 -6.34427 -3.86586
H -5.78276 -2.35952 -4.76773
H -7.49594 -3.30019 -6.29497
H -2.95312 -5.41905 -2.70143
H -0.99784 -5.88375 -1.10246
H 0.89074 -5.91030 0.49823
H 1.71274 -3.78293 1.44894
H -0.66184 1.82191 0.18713
H -2.61728 2.23651 -1.26839
H -3.68100 0.29023 -2.45474
N 0.15490 3.10137 5.42070
C -0.91928 2.29462 5.57968
O -1.64640 2.32425 6.54710
C -1.19579 1.28894 4.48439
C -2.42776 0.64684 4.49406
C -2.69833 -0.29870 3.52086
C -1.73577 -0.56689 2.56746
N -0.54550 0.04565 2.54917
C -0.28032 0.94141 3.51063
H 0.31683 3.79255 6.13514
H 0.67387 3.18154 4.56256
H -3.13634 0.89260 5.27439
H -3.63905 -0.82964 3.49605
H -1.91886 -1.30783 1.80084
H 0.71173 1.37055 3.50089
O 1.70635 1.11236 1.21284
Si 2.32379 2.69932 1.35524
C 3.72452 2.92759 0.15053
C 3.51285 3.26335 -1.19297
C 4.57119 3.37008 -2.08180
C 5.86939 3.13836 -1.64360
C 6.10607 2.83008 -0.31160
C 5.04248 2.73701 0.57702
C 2.91208 2.88918 3.10879
C 3.10577 4.19626 3.57678
C 3.57601 4.43114 4.86048
C 3.85191 3.36263 5.70468
C 3.65647 2.06205 5.26358
C 3.19393 1.83068 3.97542
C 0.95645 3.92546 1.02015
C -0.32620 3.80373 1.56778
C -1.27676 4.80225 1.42316
C -0.95909 5.96474 0.73319
C 0.31154 6.12239 0.20192
C 1.25767 5.11584 0.34605
H 2.50993 3.46654 -1.54909
H 4.38939 3.64696 -3.11242
H 6.69756 3.22508 -2.33467
H 7.11963 2.68645 0.03951
H 5.24576 2.54010 1.62438
H 2.88814 5.04353 2.93467
H 3.72651 5.44637 5.20338
H 4.21350 3.54548 6.70798
H 3.85728 1.22857 5.92417
H 3.02942 0.80874 3.65530
H -0.59681 2.91946 2.13446
H -2.25897 4.68214 1.86241
H -1.69547 6.74965 0.62314
H 0.57139 7.03325 -0.32104
H 2.24760 5.27457 -0.06303
Br 1.65676 -1.71534 3.27350
```

Values from the calculation:
net charge = +2
HOMO level = -11.8 eV
spin multiplicity = 1
gap between HOMO and LUMO = 5.658 eV


# C48H47BN5O3OsPS2Si

C48H47BN5O3OsPS2Si as an isolated structure (ωB97M-V with the def2-TZVPD basis set, OMol25).

Structure (XYZ):
```
109
C48H47BN5O3OsPS2Si (ωB97M-V with the def2-TZVPD basis set)
Os 0.81762 -20.30452 9.36756
N -0.91030 -19.35915 8.65473
C -0.88718 -19.01016 7.25272
C -2.04578 -18.62610 6.55173
C -1.94252 -18.35222 5.19253
C -0.70298 -18.38381 4.58168
C 0.47545 -18.61062 5.29717
C 0.36283 -19.05801 6.61174
P 1.87639 -19.74863 7.38947
C 3.23339 -18.46922 7.06897
C 4.60187 -18.70594 7.08129
C 5.51970 -17.63213 6.93901
C 5.15080 -16.30704 6.83566
C 3.75578 -16.10190 6.73270
C 2.83720 -17.12002 6.94358
C 2.34340 -21.24648 6.52014
C 3.53089 -21.87004 6.92296
C 4.00185 -22.96813 6.19964
C 3.37514 -23.33636 5.01293
C 2.22913 -22.70936 4.55986
C 1.73963 -21.59816 5.28435
H -1.62481 -20.00983 8.96894
H -1.04085 -18.50506 9.22235
H -3.04012 -18.53269 7.00362
H -2.81210 -18.09811 4.57926
H -0.60782 -18.08708 3.53445
H 1.40489 -18.52895 4.76072
H 4.97777 -19.72408 7.11914
H 6.56667 -17.93750 6.84446
H 5.85382 -15.47521 6.86610
H 3.39262 -15.09104 6.55245
H 1.80407 -16.88926 7.05472
H 4.11476 -21.48563 7.74053
H 4.81168 -23.59960 6.57368
H 3.76207 -24.18258 4.47263
H 1.74969 -23.03926 3.66309
H 0.89345 -21.06639 4.90839
S 2.78574 -21.48509 10.07708
C 2.77997 -21.73965 11.83145
N 3.78594 -21.15998 12.52150
C 3.73414 -21.42716 13.97009
C 2.75542 -22.60124 13.96788
N 2.09305 -22.52822 12.65716
H 4.25655 -20.38583 12.11953
H 3.33421 -20.54329 14.51113
H 4.69934 -21.64960 14.36894
H 2.04924 -22.59288 14.79129
H 3.32828 -23.55416 14.04968
H 1.46785 -23.28641 12.33182
S -0.08901 -20.22012 11.62197
C -1.30558 -19.04032 11.87666
N -1.03023 -17.83520 12.33566
C -2.22817 -17.09029 12.65676
C -3.36135 -18.13517 12.48282
N -2.63444 -19.26896 11.93291
H -0.08564 -17.50721 12.53662
H -2.39751 -16.19925 12.10278
H -2.09553 -16.76155 13.69860
H -4.09087 -17.79927 11.73696
H -3.80800 -18.44356 13.40077
H -3.13781 -20.13013 11.62782
O -0.35878 -22.06738 8.90283
Si -0.97019 -23.57769 8.99321
C -1.85895 -24.18541 7.47127
C -1.53812 -23.74859 6.15752
C -2.00905 -24.43239 5.01434
C -2.87603 -25.48428 5.14801
C -3.26951 -25.87275 6.41211
C -2.81961 -25.24377 7.51474
C 0.33705 -24.90428 9.36607
C 1.71136 -24.76112 9.06080
C 2.60129 -25.78376 9.34196
C 2.18030 -26.90327 10.06789
C 0.83950 -27.06842 10.38100
C -0.06147 -26.04382 10.06397
C -2.24271 -23.57071 10.39191
C -3.57605 -23.27437 9.99759
C -4.60323 -23.30095 10.90524
C -4.37191 -23.57318 12.23651
C -3.06622 -23.81915 12.67882
C -2.01202 -23.85519 11.74369
H -0.79903 -22.89839 6.02987
H -1.64445 -24.07989 4.03028
H -3.25157 -26.01162 4.28817
H -4.01580 -26.64529 6.49541
H -3.16407 -25.59756 8.46822
H 2.02049 -23.86307 8.52875
H 3.63375 -25.71534 8.99154
H 2.86133 -27.67007 10.37869
H 0.52063 -28.00180 10.82886
H -1.09263 -26.14586 10.42493
H -3.72378 -22.85891 9.00203
H -5.61275 -23.03286 10.52476
H -5.20683 -23.67004 12.93351
H -2.87796 -23.89403 13.74558
H -0.98580 -24.05429 12.10397
O 2.88980 -17.97302 10.23628
B 1.66191 -18.52926 9.66136
O 0.73764 -17.39650 9.56034
C 1.24076 -16.31154 10.23617
C 0.75985 -14.99664 10.31958
C 1.62311 -14.11175 11.01860
C 2.88407 -14.47235 11.48626
C 3.40424 -15.74939 11.25731
C 2.55189 -16.68629 10.64099
H -0.14485 -14.68247 9.82179
H 1.25680 -13.10210 11.16230
H 3.40398 -13.76442 12.19475
H 4.44292 -16.02253 11.49537
```

Values from the calculation:
net charge = +2
HOMO level (spin up / spin down) = -8.7 / -12.2 eV
spin multiplicity = 5
gap between HOMO and LUMO (spin up / spin down) = 3.773 / 2.937 eV


Asked for calculated total energy across the records above, the calculation gives -3875.9734, -3875.9874, -10926.0850, -3899.1069 a.u. in order.
Asked for energy relative to the best compared isomer or geometry (same formula, charge and spin) across the records above, the calculation gives 2.876, 2.494, 0.000, 0.548 eV in order.